P.
Density functional theory data (ωB97M-V/def2-TZVPD) for a 2-piece molecular cluster, C3H10FN2 overall.

The gap between HOMO and LUMO is 10.26 eV. The multiplicity is 1. As for the total charge: +1. As for the HOMO energy: -14.612 eV. The LUMO energy comes out at -4.35 eV. Its molecular weight is 93.125 g mol⁻¹.

Element x y z (Å)
C -1.311 0.507 0.831
C -0.454 -0.015 -1.460
C -0.693 -0.473 -0.043
N 1.961 0.953 0.227
N -0.397 -1.704 0.341
F 2.507 -0.380 0.130
H -1.586 0.275 1.909
H -2.192 0.991 0.439
H -0.621 1.410 0.968
H -0.466 1.096 -1.489
H -1.222 -0.492 -2.081
H 0.584 -0.369 -1.583
H 2.547 1.375 -0.409
H 2.069 1.254 1.239
H 0.082 -2.480 -0.277
H -0.807 -1.948 1.256



Q.
Density functional theory data (ωB97M-V/def2-TZVPD) for an isolated ion of composition C3H10FN2 and charge +1.

The gap between HOMO and LUMO is 10.10 eV. The multiplicity is 1. As for the total charge: +1. As for the HOMO energy: -13.853 eV. The LUMO energy comes out at -3.76 eV. Its structure (SMILES) is C[C@@](N)(F)C[NH3+]. Its molecular weight is 93.125 g mol⁻¹.

Element x y z (Å)
C -1.155 1.102 -1.042
C -0.576 0.014 -0.190
N -1.379 -0.463 0.838
F -0.257 -1.092 -1.031
C 0.930 0.290 0.352
N 1.840 -0.832 0.279
H -2.025 0.609 -1.510
H -0.636 1.603 -1.761
H -1.593 1.818 -0.335
H -1.604 -1.415 0.788
H -2.083 0.110 1.250
H 0.826 0.674 1.382
H 1.325 1.061 -0.257
H 2.375 -1.099 -0.510
H 1.429 -1.681 0.730
H 2.582 -0.699 1.015



The most stable arrangement is Q, and the next structure is 184.3 kJ/mol less stable.



P.
Density functional theory data (ωB97M-V/def2-TZVPD) for a 2-piece molecular cluster, C5H10Cl2NO3PS overall.

The gap between HOMO and LUMO is 9.97 eV. The multiplicity is 1. As for the HOMO energy: -9.785 eV. The LUMO energy comes out at 0.19 eV. Its structure (SMILES) is O=S(=O)(O)P(Cl)Cl.C1=NCCCC1. Its molecular weight is 266.086 g mol⁻¹.

Element x y z (Å)
O 3.100 -0.402 -3.644
S 2.059 -0.764 -2.672
O 1.239 -1.958 -2.816
O 2.699 -0.761 -1.218
P 0.688 0.935 -2.541
Cl 0.330 0.796 -4.523
Cl 2.115 2.248 -2.463
H 1.919 -0.530 -0.626
C -0.389 -1.263 0.542
N 0.436 -0.356 0.342
C 0.203 0.974 0.824
C -0.861 1.122 1.981
C -1.941 0.226 1.931
C -1.703 -1.188 1.310
H -0.103 -2.313 0.285
H -0.048 1.564 0.015
H 1.095 1.360 1.341
H -1.286 2.055 1.989
H -0.420 1.023 2.945
H -2.232 0.160 3.007
H -2.952 0.496 1.547
H -1.536 -2.031 1.971
H -2.412 -1.394 0.473



Q.
Density functional theory data (ωB97M-V/def2-TZVPD) for a 2-piece molecular cluster, C5H10Cl2NO3PS overall.

The gap between HOMO and LUMO is 9.37 eV. The multiplicity is 1. As for the HOMO energy: -9.251 eV. The LUMO energy comes out at 0.12 eV. Its structure (SMILES) is O=S(=O)(O)P(Cl)Cl.C1=NCCCC1. Its molecular weight is 266.086 g mol⁻¹.

Element x y z (Å)
O -3.301 -2.517 1.848
S -2.710 -1.347 1.277
O -2.957 -1.065 -0.104
O -3.134 -0.053 2.132
P -0.574 -1.342 1.747
Cl -0.343 -2.958 0.604
Cl -0.880 -2.108 3.542
H -3.760 0.484 1.640
C -0.400 0.645 -1.006
N -0.157 1.296 0.043
C 1.194 1.545 0.463
C 2.248 1.320 -0.620
C 1.978 -0.020 -1.298
C 0.598 0.039 -1.949
H -1.446 0.511 -1.254
H 1.381 0.892 1.325
H 1.221 2.577 0.829
H 3.244 1.345 -0.181
H 2.176 2.117 -1.359
H 2.747 -0.242 -2.041
H 1.992 -0.814 -0.547
H 0.630 0.650 -2.856
H 0.252 -0.955 -2.238



The most stable arrangement is Q, and the next structure is 105.5 kJ/mol less stable.



P.
Density functional theory data (ωB97M-V/def2-TZVPD) for a 2-piece molecular cluster, C2H2ClNO overall.

The gap between HOMO and LUMO is 9.73 eV. The multiplicity is 1. As for the HOMO energy: -9.582 eV. The LUMO energy comes out at 0.15 eV. Its molecular weight is 91.497 g mol⁻¹.

Element x y z (Å)
C 0.553 0.732 0.132
C -0.527 -0.235 0.371
N 0.585 -0.391 -0.614
O 0.990 1.803 0.279
Cl -2.136 -0.169 -0.024
H -0.128 -1.377 1.486
H 0.663 -0.362 -1.631



Q.
Density functional theory data (ωB97M-V/def2-TZVPD) for a 2-piece molecular cluster, C2H2ClNO overall.

The gap between HOMO and LUMO is 8.39 eV. The multiplicity is 1. As for the HOMO energy: -8.706 eV. The LUMO energy comes out at -0.32 eV. Its molecular weight is 91.497 g mol⁻¹.

Element x y z (Å)
C -0.116 0.562 0.167
C 0.350 -1.499 0.285
N 0.110 1.080 -0.925
O 0.073 -1.950 1.317
Cl -0.238 2.706 -1.282
H -0.419 0.826 1.155
H 0.239 -1.725 -0.717



The most stable arrangement is P, and the next structure is 39.0 kJ/mol less stable.



P.
Density functional theory data (ωB97M-V/def2-TZVPD) for a 2-piece molecular cluster, C2H11N4 overall.

The gap between HOMO and LUMO is 10.37 eV. The multiplicity is 1. As for the total charge: +1. As for the HOMO energy: -13.681 eV. The LUMO energy comes out at -3.31 eV. Its molecular weight is 91.138 g mol⁻¹.

Element x y z (Å)
N 1.608 0.222 0.563
C 0.562 -0.564 1.113
N 0.370 -1.749 0.421
N -0.299 -0.177 1.959
H 1.866 0.979 1.188
H 2.450 -0.319 0.389
H 1.191 -2.138 -0.022
H -0.140 -2.442 0.948
H -0.041 0.704 2.387
C -1.308 1.352 -2.330
N -0.772 0.639 -1.130
H -0.650 1.146 -3.166
H -2.294 0.969 -2.547
H -1.323 2.416 -2.133
H 0.236 0.775 -0.958
H -0.884 -0.381 -1.205
H -1.229 0.890 -0.245



Q.
Density functional theory data (ωB97M-V/def2-TZVPD) for a 3-piece molecular cluster, C2H11N4 overall.

The gap between HOMO and LUMO is 6.39 eV. The multiplicity is 1. As for the total charge: +1. As for the HOMO energy: -12.692 eV. The LUMO energy comes out at -6.31 eV. Its molecular weight is 91.138 g mol⁻¹.

Element x y z (Å)
C -1.265 -0.522 -0.874
C -0.743 -0.216 2.816
N 3.008 0.380 -1.976
N -1.540 0.780 -1.193
N -0.828 0.351 1.658
N -0.770 1.397 1.050
H -1.976 -1.378 -0.912
H -0.486 -0.912 -1.493
H -0.967 -0.672 0.160
H -0.996 0.379 3.570
H -0.442 -1.169 3.277
H 3.070 1.233 -1.414
H 3.059 0.661 -2.941
H -0.959 1.206 -1.883
H -2.526 0.884 -1.381
H 3.711 -0.410 -1.714
H -0.922 1.360 -0.054



The most stable arrangement is P, and the next structure is 610.0 kJ/mol less stable.